# 1
Here is an isolated molecule of C6H12N2S in a non-equilibrium geometry from the OMol25 dataset. Energies are from the ωB97M-V functional and the def2-TZVPD basis.

- lowest unoccupied orbital energy (spin up / spin down) (eV) = -1.029 / -1.040
- E_HOMO (spin up / spin down) (eV) = -8.578 / -8.603
- orbital gap (spin up / spin down) (eV) = 7.5 / 7.6

Structure (XYZ):
```
21
C6H12N2S the ωB97M-V functional and the def2-TZVPD basis
C 0.528 0.783 -1.041
C -0.598 -0.508 1.198
C 1.387 0.288 0.222
C -1.448 0.028 -0.057
C 2.817 -0.015 -0.185
C -2.690 -0.820 -0.292
N -0.645 0.036 -1.215
N 0.696 -0.866 0.724
S 0.599 -2.110 -0.373
H 0.307 1.840 -0.848
H 1.132 0.703 -1.947
H -0.517 0.253 1.977
H -1.099 -1.388 1.597
H 1.374 1.053 1.006
H -1.737 1.053 0.228
H 2.835 -0.958 -0.725
H 3.459 -0.094 0.691
H 3.201 0.771 -0.828
H -3.323 -0.350 -1.041
H -3.259 -0.941 0.626
H -2.396 -1.795 -0.676
```

---

# 2
Here is a cluster of 2 separate species, C9H14 in total in a non-equilibrium geometry from the OMol25 dataset. Energies are from the ωB97M-V functional and the def2-TZVPD basis.

- SMILES = Cc1ccccc1.CC
- lowest unoccupied orbital energy (eV) = 1.017
- E_HOMO (eV) = -9.017
- orbital gap (eV) = 10.0

Structure (XYZ):
```
23
C9H14 the ωB97M-V functional and the def2-TZVPD basis
C -2.570 -1.283 -1.665
C -1.728 -0.064 -1.503
C -0.935 0.034 -0.364
C 0.076 0.990 -0.188
C 0.374 1.854 -1.220
C -0.392 1.757 -2.391
C -1.472 0.916 -2.472
H -2.653 -1.809 -0.709
H -2.223 -1.962 -2.438
H -3.635 -1.071 -1.814
H -1.081 -0.646 0.466
H 0.482 0.874 0.795
H 1.145 2.597 -1.074
H -0.141 2.482 -3.157
H -2.166 1.025 -3.300
C 2.721 -0.570 2.193
C 1.500 -0.786 3.093
H 2.450 -0.596 1.140
H 3.270 0.346 2.374
H 3.385 -1.438 2.206
H 1.445 -0.049 3.892
H 0.582 -0.861 2.517
H 1.569 -1.739 3.621
```

---

# 3
Here is a structure of composition C7H13NO2S in a non-equilibrium geometry from the OMol25 dataset. Energies are from the ωB97M-V functional and the def2-TZVPD basis.

- 2S+1 = 3
- lowest unoccupied orbital energy (spin up / spin down) (eV) = 0.656 / -1.032
- E_HOMO (spin up / spin down) (eV) = -7.764 / -9.690
- orbital gap (spin up / spin down) (eV) = 8.4 / 8.7

Structure (XYZ):
```
24
C7H13NO2S the ωB97M-V functional and the def2-TZVPD basis
C -1.435 1.495 -2.440
C -2.545 0.451 -2.806
C -1.971 1.389 -1.158
C 1.085 -2.161 1.288
C 2.443 -0.150 1.676
C -0.316 -0.157 1.901
C 1.041 -0.658 1.239
N -0.504 1.996 -3.176
O 1.111 1.211 -0.747
O -2.966 0.471 -1.362
S 0.878 -0.251 -0.591
H -3.266 0.698 -3.639
H -2.243 -0.588 -2.829
H -1.551 1.729 -0.210
H 0.817 -2.514 2.296
H 0.506 -2.611 0.442
H 2.076 -2.553 1.104
H 2.592 0.987 1.563
H 3.310 -0.699 1.106
H 2.613 -0.236 2.814
H -0.542 0.918 1.660
H -1.059 -0.901 1.468
H -0.159 -0.436 3.027
H 0.086 2.570 -2.627
```

---

# 4
Here is an isolated molecule of C5H6O from the OMol25 dataset. Energies are from the ωB97M-V functional and the def2-TZVPD basis.

- SMILES = C#CO/C=C\C
- lowest unoccupied orbital energy (eV) = 0.995
- E_HOMO (eV) = -9.153
- orbital gap (eV) = 10.1

Structure (XYZ):
```
12
C5H6O the ωB97M-V functional and the def2-TZVPD basis
C -0.482 2.293 0.563
C 0.240 1.388 0.888
O 1.045 0.423 1.258
C 0.493 -0.856 1.131
C -0.100 -1.294 0.030
C -0.093 -0.683 -1.340
H -1.069 3.148 0.324
H 0.628 -1.436 2.038
H -0.608 -2.247 0.131
H -1.103 -0.600 -1.751
H 0.381 0.299 -1.394
H 0.469 -1.364 -1.992
```

---

# 5
Here is the ion C3H4N3 with charge +1 in a non-equilibrium geometry from the OMol25 dataset. Energies are from the ωB97M-V functional and the def2-TZVPD basis.

- net charge = +1
- SMILES = CC1=NN=[N+]=C1
- lowest unoccupied orbital energy (spin up / spin down) (eV) = -9.757 / -9.479
- E_HOMO (spin up / spin down) (eV) = -17.492 / -16.774
- orbital gap (spin up / spin down) (eV) = 7.7 / 7.3

Structure (XYZ):
```
10
C3H4N3 the ωB97M-V functional and the def2-TZVPD basis
C 1.253 0.494 -0.089
C -0.141 0.218 0.107
N -1.173 1.090 -0.220
N -2.179 0.336 -0.139
N -2.019 -0.929 -0.135
C -0.745 -1.043 0.232
H 1.733 0.893 0.871
H 1.335 1.385 -0.734
H 2.027 -0.316 -0.166
H -0.091 -2.128 0.274
```

---

# 6
Here is a cluster of 2 separate species, C15H29IN2O7S in total in a non-equilibrium geometry from the OMol25 dataset. Energies are from the ωB97M-V functional and the def2-TZVPD basis.

- SMILES = CCOCCCCC[C@H]1[C@](I)(CCOC=O)CCOS1(=O)=O.NC(N)=O
- lowest unoccupied orbital energy (eV) = -0.304
- E_HOMO (eV) = -9.682
- orbital gap (eV) = 9.4

Structure (XYZ):
```
55
C15H29IN2O7S the ωB97M-V functional and the def2-TZVPD basis
C 0.300 4.894 -2.348
C -0.457 4.760 -0.880
O -0.913 3.359 -0.738
C -0.561 2.809 0.586
C -0.691 1.144 0.654
C -0.486 0.599 2.207
C -1.221 -0.876 2.471
C -0.136 -2.010 3.049
C -0.362 -3.421 2.247
C 1.014 -4.296 1.994
I 1.981 -4.948 3.894
C 2.042 -3.541 0.968
C 3.174 -2.591 1.667
O 3.191 -1.316 0.875
C 3.840 -1.521 -0.429
O 5.145 -1.716 -0.646
C 0.599 -5.729 1.237
C -0.938 -6.206 1.541
O -1.333 -6.047 2.959
S -1.756 -4.370 3.060
O -1.977 -4.064 4.560
O -3.149 -4.133 2.356
H -0.083 5.860 -2.902
H 1.471 4.959 -2.258
H 0.001 3.956 -2.984
H -1.374 5.519 -0.930
H 0.208 5.129 0.018
H 0.548 3.133 0.884
H -1.327 3.248 1.365
H 0.174 0.752 -0.069
H -1.741 0.833 0.196
H 0.669 0.580 2.394
H -0.928 1.387 2.986
H -2.085 -0.798 3.288
H -1.697 -1.179 1.446
H -0.337 -2.065 4.211
H 0.919 -1.521 2.916
H -0.753 -3.123 1.159
H 1.380 -2.855 0.257
H 2.512 -4.369 0.248
H 2.959 -2.269 2.770
H 4.248 -3.057 1.531
H 3.133 -1.452 -1.389
H 0.656 -5.515 0.066
H 1.317 -6.619 1.562
H -1.651 -5.601 0.800
H -1.044 -7.352 1.285
N -2.334 7.433 -6.574
C -1.362 6.641 -6.085
N -1.649 5.326 -6.108
O -0.307 7.079 -5.656
H -3.209 7.090 -6.932
H -2.158 8.429 -6.576
H -0.945 4.695 -5.748
H -2.513 4.947 -6.457
```

---

# 7
Here is a structure of composition C4H8NO2 in a non-equilibrium geometry from the OMol25 dataset. Energies are from the ωB97M-V functional and the def2-TZVPD basis.

- net charge = +1
- lowest unoccupied orbital energy (eV) = -4.471
- E_HOMO (eV) = -15.266
- orbital gap (eV) = 10.8

Structure (XYZ):
```
15
C4H8NO2 the ωB97M-V functional and the def2-TZVPD basis
C -0.057 1.792 1.281
C 0.256 0.872 0.039
C -0.328 -0.208 1.004
C -1.498 -0.914 0.485
N 1.588 0.854 -0.538
O 0.299 2.823 1.690
O -0.674 0.769 1.971
H -0.509 1.155 -0.625
H 0.291 -0.872 1.493
H -2.272 -0.222 0.223
H -2.091 -1.642 1.173
H -1.396 -1.356 -0.559
H 2.281 0.769 0.274
H 1.744 1.745 -1.144
H 1.681 0.049 -1.184
```

---

# 8
Here is an isolated molecule of C15H22N2O3 in a non-equilibrium geometry from the OMol25 dataset. Energies are from the ωB97M-V functional and the def2-TZVPD basis.

- SMILES = CC[C@H](C)[C@H](N)C(=O)N[C@@H](Cc1ccccc1)C(=O)O
- lowest unoccupied orbital energy (eV) = 0.615
- E_HOMO (eV) = -9.039
- orbital gap (eV) = 9.7

Structure (XYZ):
```
42
C15H22N2O3 the ωB97M-V functional and the def2-TZVPD basis
C -4.107 1.239 1.366
C -4.152 0.751 -0.119
C -3.124 -0.390 -0.383
C -3.679 -1.766 0.025
C -1.752 -0.144 0.233
N -1.385 1.274 -0.181
C -0.642 -1.058 -0.422
O -0.785 -1.524 -1.572
N 0.533 -1.166 0.251
C 1.690 -1.882 -0.320
C 2.274 -0.882 -1.344
C 2.727 0.388 -0.692
C 1.948 1.461 -0.555
C 2.360 2.715 -0.043
C 3.680 2.825 0.221
C 4.554 1.699 0.209
C 4.081 0.474 -0.225
C 2.723 -2.244 0.768
O 2.663 -1.890 1.938
O 3.874 -2.784 0.227
H -3.177 1.839 1.630
H -5.041 1.600 1.713
H -4.063 0.221 1.824
H -4.004 1.591 -0.761
H -5.213 0.413 -0.513
H -2.974 -0.341 -1.507
H -3.067 -2.528 -0.395
H -3.908 -1.914 1.152
H -4.627 -1.779 -0.463
H -1.807 -0.189 1.323
H -1.419 1.212 -1.137
H -2.187 1.861 0.047
H 0.585 -0.843 1.207
H 1.375 -2.844 -0.777
H 1.516 -0.901 -2.187
H 3.252 -1.251 -1.718
H 0.850 1.328 -0.653
H 1.649 3.510 -0.026
H 4.146 3.691 0.674
H 5.551 1.889 0.483
H 4.769 -0.381 -0.259
H 4.313 -3.280 0.961
```

---

What did the second record say?
Here is a cluster of 2 separate species, C9H14 in total in a non-equilibrium geometry from the OMol25 dataset. Energies are from the ωB97M-V functional and the def2-TZVPD basis.

- SMILES = Cc1ccccc1.CC
- lowest unoccupied orbital energy (eV) = 1.017
- E_HOMO (eV) = -9.017
- orbital gap (eV) = 10.0

Structure (XYZ):
```
23
C9H14 the ωB97M-V functional and the def2-TZVPD basis
C -2.570 -1.283 -1.665
C -1.728 -0.064 -1.503
C -0.935 0.034 -0.364
C 0.076 0.990 -0.188
C 0.374 1.854 -1.220
C -0.392 1.757 -2.391
C -1.472 0.916 -2.472
H -2.653 -1.809 -0.709
H -2.223 -1.962 -2.438
H -3.635 -1.071 -1.814
H -1.081 -0.646 0.466
H 0.482 0.874 0.795
H 1.145 2.597 -1.074
H -0.141 2.482 -3.157
H -2.166 1.025 -3.300
C 2.721 -0.570 2.193
C 1.500 -0.786 3.093
H 2.450 -0.596 1.140
H 3.270 0.346 2.374
H 3.385 -1.438 2.206
H 1.445 -0.049 3.892
H 0.582 -0.861 2.517
H 1.569 -1.739 3.621
```

---

Copy entry 2 word for word.
Here is a cluster of 2 separate species, C9H14 in total in a non-equilibrium geometry from the OMol25 dataset. Energies are from the ωB97M-V functional and the def2-TZVPD basis.

- SMILES = Cc1ccccc1.CC
- lowest unoccupied orbital energy (eV) = 1.017
- E_HOMO (eV) = -9.017
- orbital gap (eV) = 10.0

Structure (XYZ):
```
23
C9H14 the ωB97M-V functional and the def2-TZVPD basis
C -2.570 -1.283 -1.665
C -1.728 -0.064 -1.503
C -0.935 0.034 -0.364
C 0.076 0.990 -0.188
C 0.374 1.854 -1.220
C -0.392 1.757 -2.391
C -1.472 0.916 -2.472
H -2.653 -1.809 -0.709
H -2.223 -1.962 -2.438
H -3.635 -1.071 -1.814
H -1.081 -0.646 0.466
H 0.482 0.874 0.795
H 1.145 2.597 -1.074
H -0.141 2.482 -3.157
H -2.166 1.025 -3.300
C 2.721 -0.570 2.193
C 1.500 -0.786 3.093
H 2.450 -0.596 1.140
H 3.270 0.346 2.374
H 3.385 -1.438 2.206
H 1.445 -0.049 3.892
H 0.582 -0.861 2.517
H 1.569 -1.739 3.621
```